25
Properties=species:S:1:pos:R:3 method="wB97M-V/def2-TZVPD" total_energy_ha=-422.78258 homo_lumo_gap_ev="6.4 / 6.4" e_homo_ev="-5.71 / -5.71"
C -0.42465 -0.54461 -0.56557
C 1.31640 -0.91506 0.74186
C -0.43581 0.76746 -0.10424
C 2.68331 -0.41351 0.34332
C -0.99784 1.18777 1.21625
C -2.12737 1.25206 -1.53382
N 0.07625 -0.87194 -1.83428
N 1.09641 -0.82121 2.12834
O -1.32414 -1.42724 -0.04391
H -1.51934 -2.11099 -0.69665
H 1.19807 -1.95412 0.43713
H 0.26395 1.43370 -0.58781
H -0.59760 -1.32024 -2.44689
H 0.47422 -0.10091 -2.35403
H 0.46541 -1.51823 2.50380
H 1.29414 0.09030 2.52187
H 2.80235 0.63995 0.61706
H 2.86676 -0.54014 -0.72304
H 3.48241 -0.96406 0.85717
H -0.20933 1.54676 1.88105
H -1.64212 2.05933 1.09932
H -1.59684 0.40189 1.67177
H -2.93815 0.52645 -1.47319
H -1.75446 1.39760 -2.54696
H -2.45204 2.19897 -1.10853

5
Properties=species:S:1:pos:R:3 method="wB97M-V/def2-TZVPD" total_energy_ha=-318.53398 charge=-1 homo_lumo_gap_ev="3.4 / 3.4" e_homo_ev="0.19 / 0.18"
C -1.21617 0.34447 0.30090
N 2.36094 -0.52014 -0.11706
O -1.48317 -0.65756 0.83779
O -1.04729 1.40366 -0.16539
O 1.38568 -0.57044 -0.85624

5
Properties=species:S:1:pos:R:3 method="wB97M-V/def2-TZVPD" total_energy_ha=-751.67079 homo_lumo_gap_ev="8.7 / 7.1" e_homo_ev="-9.88 / -8.49"
N -0.56135 -0.08156 -0.87161
S -0.23604 0.49768 0.53205
I 0.54838 2.79895 -0.08257
H -0.65358 -1.03592 -0.81500
H 0.90259 -2.17915 1.23713

97
Properties=species:S:1:pos:R:3 method="wB97M-V/def2-TZVPD" total_energy_ha=-4162.72876 charge=-1 homo_lumo_gap_ev="5.6 / 5.7" e_homo_ev="-4.01 / -4.11"
Pd 0.88047 0.53288 -0.42870
N -4.05843 -2.19422 8.79990
C -3.37203 -1.81012 7.95750
C -2.51873 -1.37022 6.93600
C -2.70183 -1.81532 5.61640
C -1.83333 -1.43182 4.62490
C -0.74813 -0.58772 4.90410
C -0.58543 -0.12082 6.21720
C -1.45323 -0.49912 7.21370
N 0.16427 -0.24842 3.90320
C 1.33247 0.46328 4.05000
C 1.91197 0.52248 2.82080
N 1.13567 -0.13302 1.91310
C 0.10497 -0.58382 2.58410
H -3.52973 -2.47172 5.39080
H -1.99633 -1.79172 3.62290
H 0.22607 0.54518 6.46770
H -1.31793 -0.13452 8.22300
H 1.67667 0.85358 4.98400
H 2.83577 0.98818 2.54040
H -0.71133 -1.11802 2.14000
C 4.66567 1.92278 0.53580
C 4.52357 1.55738 -0.93950
C 4.08107 2.79848 -1.70850
P 3.27107 0.15568 -1.09620
C 3.29377 -0.30232 -2.92250
C 2.24897 0.49778 -3.68940
C 4.65787 -0.25042 -3.60540
C 4.21677 -1.35562 -0.43630
C 5.73577 -1.27862 -0.29710
C 3.62347 -1.78272 0.90420
H 5.48417 2.62808 0.67250
H 4.86157 1.05058 1.15420
H 3.75227 2.39428 0.88740
H 5.48757 1.21048 -1.32310
H 3.04097 3.02508 -1.48690
H 4.18497 2.67968 -2.78290
H 4.68387 3.65338 -1.40590
H 2.95297 -1.34672 -2.92390
H 2.54727 1.53648 -3.80110
H 1.30217 0.45698 -3.14540
H 2.09257 0.07798 -4.68260
H 5.04687 0.76378 -3.63790
H 4.56727 -0.60382 -4.63270
H 5.37917 -0.88582 -3.09840
H 3.98907 -2.14472 -1.16630
H 6.03087 -0.57322 0.47470
H 6.23457 -1.00372 -1.22100
H 6.10607 -2.26182 -0.00330
H 3.89137 -1.08152 1.69010
H 3.98917 -2.77042 1.18800
H 2.53897 -1.81222 0.84320
F -0.08933 2.54498 -3.61170
C 0.18927 3.20188 -2.46590
C 0.61237 2.49388 -1.34810
C 0.90927 3.28328 -0.24200
F 1.37167 2.65648 0.88120
C 0.83107 4.66508 -0.21990
F 1.19607 5.36278 0.87400
C 0.40957 5.32858 -1.36520
F 0.35577 6.67378 -1.38800
C 0.08547 4.59028 -2.49520
F -0.29403 5.22638 -3.62210
C -0.15383 -3.11922 -3.45680
Si -0.90363 -1.88302 -2.18850
C -1.49183 -0.30022 -3.08440
C -2.46503 -2.67672 -1.41140
C 0.41167 -1.58182 -0.88590
H -0.89303 -3.45432 -4.17580
H 0.23587 -3.99852 -2.95320
H 0.66367 -2.66762 -4.00960
H -2.57373 -0.28852 -3.18610
H -1.06343 -0.18892 -4.07610
H -1.21443 0.57488 -2.49480
H -3.17163 -2.97832 -2.17820
H -2.96053 -1.95222 -0.77380
H -2.24093 -3.55092 -0.80840
H 1.37017 -2.04612 -1.12380
H 0.09257 -1.87742 0.11360
S -6.20733 2.36618 -2.09490
C -4.91033 1.67258 -1.35740
S -3.35483 2.49238 -1.23010
C -2.77403 1.13628 -0.19490
N -3.66843 0.22378 -0.07300
N -4.83633 0.48548 -0.69920
C -5.83333 -0.48122 -0.49620
C -7.04613 -0.49982 -1.17620
C -7.96933 -1.49252 -0.89860
C -7.69373 -2.49092 0.01970
C -6.47863 -2.47762 0.68630
C -5.56113 -1.47762 0.44460
S -1.33593 1.13438 0.66030
H -7.26863 0.25888 -1.90610
H -8.92063 -1.47962 -1.40970
H -8.41793 -3.27052 0.21500
H -6.24143 -3.24892 1.40480
H -4.62423 -1.43932 0.97660

94
Properties=species:S:1:pos:R:3 method="wB97M-V/def2-TZVPD" total_energy_ha=-3184.57141 charge=-1 homo_lumo_gap_ev=5.8 e_homo_ev=-3.89
C 1.29565 2.42978 4.63330
C 0.69385 3.51396 3.63034
C -0.61456 3.07566 2.80192
C -1.73954 2.34383 3.73716
N -0.42374 2.51047 1.46197
C 0.27895 1.24591 1.25013
C -0.27319 -0.06878 1.97934
N 0.40071 -0.36873 3.31121
P 2.17790 1.25576 1.44209
S 3.14927 1.25796 -0.28874
C 0.06184 0.95609 -0.35665
O 0.25358 -0.16441 -0.90848
O -0.31139 2.01453 -1.19656
H 2.21527 1.86577 4.25216
H 1.66217 3.00834 5.56781
H 0.56584 1.65039 5.01950
H 0.35883 4.40565 4.28768
H 1.45698 3.97054 2.89879
H -1.13487 4.09909 2.60410
H -2.76242 2.30045 3.23296
H -1.38151 1.35858 4.17625
H -1.86818 3.06127 4.63824
H -1.37409 2.39055 1.05744
H -0.18351 -1.03728 1.39010
H -1.39690 0.04959 2.20693
H 0.99290 -1.21105 3.20974
H -0.35598 -0.66074 3.95379
H 2.70647 2.37452 2.15002
H 2.68808 0.08403 2.12081
C 6.53768 -2.77968 1.90966
C 5.07226 -3.12819 2.09791
C 4.53972 -4.10675 1.09359
O 3.14811 -3.80487 1.09065
C 3.04384 -2.48515 1.41946
O 2.04370 -1.83752 1.32058
O 4.23381 -1.99755 1.87315
H 7.05108 -2.79239 2.87581
H 7.05136 -3.50580 1.27551
H 6.66776 -1.78225 1.48631
H 4.89325 -3.47388 3.12209
H 4.71454 -5.14277 1.39010
H 4.92806 -3.95089 0.08269
C 6.89130 1.48103 -2.75605
C 7.33305 0.02982 -2.84920
C 6.62572 -0.75990 -3.91017
O 6.74118 -2.09132 -3.41859
C 6.80653 -1.99191 -2.06105
O 6.70902 -2.91682 -1.30677
O 6.99322 -0.70019 -1.67196
H 7.76702 2.12962 -2.66384
H 6.35898 1.80337 -3.65453
H 6.25970 1.66186 -1.88361
H 8.42043 -0.02734 -2.96965
H 7.10116 -0.66186 -4.88770
H 5.56243 -0.51687 -4.00067
C -0.74131 4.97856 -2.42456
C -2.06810 5.71614 -2.47006
C -3.23458 4.85286 -2.84473
O -4.14991 5.80430 -3.38422
C -3.39358 6.81519 -3.89792
O -3.81737 7.68871 -4.60198
O -2.09299 6.70127 -3.50798
H -0.18991 5.26411 -1.52535
H -0.87843 3.89428 -2.37216
H -0.10902 5.21726 -3.28243
H -2.24493 6.23417 -1.52126
H -3.66580 4.34102 -1.98327
H -3.00318 4.11767 -3.62150
C -5.25333 -3.94216 1.35463
C -4.66251 -2.84961 2.23002
C -3.68747 -1.94774 1.52460
O -2.88777 -1.47346 2.60506
C -2.90469 -2.45013 3.55273
O -2.18336 -2.47898 4.50950
O -3.85012 -3.39326 3.27109
H -6.33210 -4.01056 1.52522
H -5.11959 -3.73003 0.29421
H -4.82660 -4.92183 1.57871
H -5.46438 -2.27297 2.70436
H -4.18120 -1.12100 1.01224
H -3.03740 -2.46860 0.81969
C -6.95903 -4.07749 -4.33950
C -6.37636 -2.99348 -3.44768
C -5.39622 -2.09135 -4.13809
O -4.60455 -1.62377 -3.05333
C -4.62981 -2.60430 -2.10923
O -3.91692 -2.63846 -1.14865
O -5.57494 -3.54499 -2.40375
H -8.03880 -4.14650 -4.18174
H -6.81353 -3.85470 -5.39964
H -6.53576 -5.05953 -4.12035
H -7.18112 -2.41927 -2.97660
H -5.88525 -1.26108 -4.65030
H -4.74142 -2.61383 -4.84283

4
Properties=species:S:1:pos:R:3 method="wB97M-V/def2-TZVPD" total_energy_ha=-1391.66537 homo_lumo_gap_ev="4.7 / 4.7" e_homo_ev="-8.40 / -8.41"
S 1.60457 0.51973 0.98051
S -1.60966 -0.43337 1.00480
I 2.56191 -0.17945 -1.01392
I -2.55682 0.09309 -0.97139

42
Properties=species:S:1:pos:R:3 method="wB97M-V/def2-TZVPD" total_energy_ha=-965.06842 homo_lumo_gap_ev=9.3 smiles=Fc1ccc(OCCOCCNC[C@H]2CCCO2)cc1 e_homo_ev=-8.48
F 3.29288 -4.34440 -1.36025
C 2.15854 -3.61971 -1.22544
C 2.21093 -2.24973 -1.38024
C 1.05152 -1.50369 -1.24202
C -0.15305 -2.13652 -0.94696
C -0.17928 -3.52549 -0.79542
C 0.97190 -4.27086 -0.93348
H 0.96079 -5.34285 -0.81819
H -1.12130 -3.99780 -0.56792
O -1.34533 -1.50392 -0.78441
C -1.38451 -0.09767 -0.92187
C -2.82579 0.35296 -0.62860
O -2.89496 1.67861 -0.17449
C -2.64525 2.67224 -1.15463
C -2.02123 3.91227 -0.49609
N -0.69850 3.70948 0.05847
H -0.15025 3.12042 -0.56167
C -0.68092 3.12757 1.39292
H -0.95085 3.91923 2.10043
C 0.72203 2.61662 1.72028
C 0.86724 2.16001 3.18568
H 0.03011 2.49614 3.79305
C 0.93799 0.63684 3.07855
H 1.52103 0.17735 3.87266
C 1.58048 0.46840 1.70602
H 1.37965 -0.49666 1.23681
O 1.00395 1.47784 0.90195
H 2.66899 0.61507 1.76883
H -0.06390 0.20651 3.07397
H 1.78887 2.55367 3.61408
H 1.44500 3.40760 1.47676
H -1.39397 2.29963 1.50270
H -1.94966 4.69263 -1.26133
H -2.67607 4.26629 0.30175
H -1.95557 2.29657 -1.91920
H -3.59002 2.94592 -1.64906
H -3.46286 0.20005 -1.51030
H -3.21133 -0.25802 0.19147
H -0.71088 0.38544 -0.20153
H -1.07902 0.18280 -1.93934
H 1.10645 -0.43354 -1.35777
H 3.14961 -1.76931 -1.60624

29
Properties=species:S:1:pos:R:3 method="wB97M-V/def2-TZVPD" total_energy_ha=-408.86160 homo_lumo_gap_ev="9.0 / 7.0" e_homo_ev="-8.43 / -6.86"
C -3.31073 -0.00319 -0.99014
C -0.38551 0.37164 -0.52349
C -2.80893 1.62574 0.68608
N -2.58530 0.28235 0.22004
H -3.83342 1.72017 1.08688
H -2.12881 1.85931 1.50963
H -3.21368 0.76574 -1.77884
H -2.99378 -0.96466 -1.40276
H -4.38917 -0.09221 -0.77086
H -0.87613 -0.25132 0.23396
H -0.69393 0.18094 -1.54026
H -0.30426 1.41683 -0.27005
H -2.70203 2.40720 -0.08871
C 3.08127 -1.06998 1.26702
C 1.10000 -1.77182 -0.93634
C 1.83267 -0.26376 0.98992
C 1.34943 -0.34429 -0.44671
C 1.26182 0.46136 1.94812
C 1.95429 0.53523 -1.34058
H 3.85758 -0.84975 0.52949
H 2.88130 -2.14345 1.21302
H 3.47330 -0.85371 2.26081
H 0.68011 -1.76699 -1.94284
H 0.40711 -2.29445 -0.27583
H 2.03515 -2.33257 -0.96925
H 0.36111 1.03747 1.79691
H 2.37421 1.47205 -0.99896
H 1.68894 0.49181 2.94344
H 1.88740 0.37432 -2.40973

22
Properties=species:S:1:pos:R:3 method="wB97M-V/def2-TZVPD" total_energy_ha=-495.54468 homo_lumo_gap_ev="8.8 / 7.6" e_homo_ev="-8.01 / -8.06"
C -0.58709 0.17511 2.05351
C -1.97657 0.96167 0.14756
C 0.27564 1.97074 0.55886
C -0.47733 -0.39423 -2.60025
C 0.98873 -2.40148 1.29673
C -0.75068 0.97746 0.95854
N -0.50589 -0.64537 2.88921
N 0.31437 -1.63032 -0.76273
O 0.44482 -0.47660 -1.52070
O 1.13456 -1.46560 0.28564
H -1.86456 1.66390 -0.74734
H -1.94737 -0.11647 -0.21156
H -2.84835 1.32276 0.65709
H -0.38252 2.73342 0.04485
H 0.92288 1.39103 -0.04846
H 0.90134 2.26941 1.30933
H -0.01944 0.34578 -3.29775
H -1.44178 0.05358 -2.49060
H -0.55562 -1.27201 -3.16284
H 0.37508 -1.93432 2.11968
H 1.91637 -2.76024 1.49403
H 0.25253 -3.12069 0.90992

16
Properties=species:S:1:pos:R:3 method="wB97M-V/def2-TZVPD" total_energy_ha=-325.70158 homo_lumo_gap_ev="8.0 / 8.0" e_homo_ev="-8.32 / -8.32"
C -0.67012 0.24877 1.39408
C 0.25366 -1.95160 -0.62431
C -0.66245 -0.75381 -0.68096
C 0.93233 1.36437 0.18729
C 1.36277 2.60965 0.14424
O 0.55114 0.70708 1.31723
N -1.84512 -0.71381 -1.14665
H -2.14940 -1.62757 -1.49667
H -1.49082 0.85161 1.02642
H -0.81640 -0.51611 2.14315
H -0.04489 0.25574 -0.62421
H 0.82304 -2.01993 -1.55594
H -0.31227 -2.87673 -0.49502
H 0.97768 -1.85368 0.18688
H 1.70176 3.02269 -0.79575
H 1.38910 3.25333 1.02023

13
Properties=species:S:1:pos:R:3 method="wB97M-V/def2-TZVPD" total_energy_ha=-286.45568 homo_lumo_gap_ev=8.8 e_homo_ev=-8.55
C 0.16654 0.95281 -0.43502
C 1.34129 0.31628 0.27495
O 0.94772 -0.39780 1.31981
C -0.40523 -0.53807 1.69713
N -1.40804 -0.31600 0.98321
C -1.13935 0.17218 -0.36769
H 0.05706 1.92870 0.07029
H 0.46383 1.17894 -1.46326
H 1.73074 -1.58269 -1.93487
H 1.99218 -1.12515 -1.40586
H -0.46134 -0.90454 2.71820
H -1.98925 0.78476 -0.68146
H -1.11223 -0.69758 -1.03754

18
Properties=species:S:1:pos:R:3 method="wB97M-V/def2-TZVPD" total_energy_ha=-458.64452 homo_lumo_gap_ev=11.7 smiles=O.O.O.O.O.O e_homo_ev=-11.24
H 1.26592 -0.77423 0.80329
H 0.65802 -2.03063 1.12378
H -0.07660 -1.17254 -0.40584
H -1.26932 -0.76807 -1.28313
H 0.30538 0.76810 -0.93161
H 0.68391 2.21959 -1.17473
H -0.81887 0.09738 1.54137
H -0.53499 1.45183 0.93950
H 2.14998 0.55325 -0.55675
H 3.45154 0.13264 0.15563
H -2.40413 0.39846 0.07885
H -3.03174 -1.00380 -0.14293
O 0.52275 -1.14567 1.20170
O -0.31331 -0.88746 -1.31059
O 0.76778 1.58403 -0.51388
O -1.21350 0.95821 1.34747
O 2.70092 -0.22425 -0.27088
O -2.84374 -0.15685 -0.60124